Here is a 11-piece molecular cluster, C62H155N11O overall from the Open Molecules 2025 dataset. Energies are from ωB97M-V/def2-TZVPD.

Each atom is followed by the atoms it is bonded to, with distances in Å.
Cartesian coordinates (Å):
1 C 0.469 1.380 -0.365  C2 1.589, H8 1.090, H9 1.090, H10 1.090
2 C -0.557 0.293 -0.905  C1 1.589, N3 1.459, H11 1.090, H12 1.090
3 N -0.343 -0.979 -0.222  C2 1.459, C4 1.507, C6 1.505
4 C -1.236 -2.092 -0.706  N3 1.507, C5 1.555, H13 1.090, H14 1.090
5 C -2.673 -1.703 -0.261  C4 1.555, H15 1.090, H16 1.090, H17 1.090
6 C 1.030 -1.476 0.139  N3 1.505, C7 1.597, H18 1.090, H19 1.090
7 C 1.882 -1.892 -1.146  C6 1.597, H20 1.090, H21 1.090, H22 1.090
8 H 0.544 1.306 0.720  C1 1.090
9 H -0.153 2.256 -0.545  C1 1.090
10 H 1.445 1.556 -0.818  C1 1.090
11 H -1.586 0.628 -0.777  C2 1.090
12 H -0.449 0.305 -1.989  C2 1.090
13 H -1.292 -2.439 -1.738  C4 1.090
14 H -0.971 -3.032 -0.222  C4 1.090
15 H -3.327 -2.571 -0.347  C5 1.090
16 H -2.726 -1.636 0.826  C5 1.090
17 H -3.182 -0.891 -0.781  C5 1.090
18 H 0.983 -2.282 0.872  C6 1.090
19 H 1.668 -0.705 0.570  C6 1.090
20 H 2.130 -1.019 -1.749  C7 1.090
21 H 1.269 -2.570 -1.740  C7 1.090
22 H 2.838 -2.388 -0.979  C7 1.090
23 C -2.950 5.594 -4.346  C24 1.572, H30 1.090, H31 1.090, H32 1.090
24 C -2.956 7.002 -5.046  C23 1.572, N25 1.462, H33 1.090, H34 1.090
25 N -4.010 7.883 -4.548  C24 1.462, C26 1.483, C28 1.384
26 C -5.389 7.344 -4.461  N25 1.483, C27 1.562, H35 1.090, H36 1.090
27 C -6.508 8.343 -4.028  C26 1.562, H37 1.090, H38 1.090, H39 1.090
28 C -3.770 9.121 -5.120  N25 1.384, C29 1.531, H40 1.090, H41 1.090
29 C -4.223 9.131 -6.582  C28 1.531, H42 1.090, H43 1.090, H44 1.090
30 H -2.789 5.696 -3.273  C23 1.090
31 H -2.339 4.777 -4.729  C23 1.090
32 H -3.896 5.090 -4.543  C23 1.090
33 H -2.028 7.562 -4.926  C24 1.090
34 H -3.163 6.815 -6.100  C24 1.090
35 H -5.711 6.926 -5.415  C26 1.090
36 H -5.456 6.601 -3.666  C26 1.090
37 H -7.375 7.719 -3.815  C27 1.090
38 H -6.158 8.866 -3.138  C27 1.090
39 H -6.649 9.045 -4.850  C27 1.090
40 H -2.735 9.426 -4.964  C28 1.090
41 H -4.184 9.922 -4.507  C28 1.090
42 H -3.554 8.630 -7.282  C29 1.090
43 H -4.377 10.172 -6.866  C29 1.090
44 H -5.228 8.713 -6.547  C29 1.090
45 C -7.295 -3.744 7.000  C46 1.537, H52 1.090, H53 1.090, H54 1.090
46 C -8.809 -3.985 6.878  C45 1.537, N47 1.452, H55 1.090, H56 1.090
47 N -9.557 -4.101 8.118  C46 1.452, C48 1.485, C50 1.489
48 C -11.015 -4.032 7.842  N47 1.485, C49 1.537, H57 1.090, H58 1.090
49 C -11.545 -2.664 7.384  C48 1.537, H59 1.090, H60 1.090, H61 1.090
50 C -9.187 -5.409 8.724  N47 1.489, C51 1.525, H62 1.090, H63 1.090
51 C -9.783 -5.688 10.099  C50 1.525, H64 1.090, H65 1.090, H66 1.090
52 H -6.695 -4.548 7.426  C45 1.090
53 H -7.223 -2.918 7.707  C45 1.090
54 H -6.856 -3.367 6.076  C45 1.090
55 H -9.157 -3.139 6.286  C46 1.090
56 H -8.991 -4.891 6.301  C46 1.090
57 H -11.234 -4.806 7.107  C48 1.090
58 H -11.532 -4.192 8.788  C48 1.090
59 H -11.524 -2.393 6.329  C49 1.090
60 H -12.592 -2.748 7.677  C49 1.090
61 H -11.272 -1.796 7.984  C49 1.090
62 H -8.099 -5.418 8.794  C50 1.090
63 H -9.494 -6.341 8.248  C50 1.090
64 H -10.813 -6.044 10.076  C51 1.090
65 H -9.743 -4.780 10.699  C51 1.090
66 H -9.272 -6.508 10.604  C51 1.090
67 C 1.908 -7.991 1.580  C68 1.499, H74 1.090, H75 1.090, H76 1.090
68 C 2.805 -9.023 0.968  C67 1.499, N69 1.478, H77 1.090, H78 1.090
69 N 2.905 -8.894 -0.501  C68 1.478, C70 1.444, C72 1.450
70 C 1.691 -9.212 -1.214  N69 1.444, C71 1.474, H79 1.090, H80 1.090
71 C 1.491 -8.262 -2.324  C70 1.474, H81 1.090, H82 1.090, H83 1.090
72 C 4.052 -9.624 -1.005  N69 1.450, C73 1.495, H84 1.090, H85 1.090
73 C 5.268 -8.774 -0.820  C72 1.495, H86 1.090, H87 1.090, H88 1.090
74 H 2.408 -7.022 1.577  C67 1.090
75 H 1.723 -8.147 2.643  C67 1.090
76 H 0.992 -7.709 1.061  C67 1.090
77 H 3.717 -8.967 1.562  C68 1.090
78 H 2.358 -9.994 1.179  C68 1.090
79 H 1.636 -10.219 -1.627  C70 1.090
80 H 0.879 -9.222 -0.486  C70 1.090
81 H 1.559 -7.242 -1.944  C71 1.090
82 H 2.161 -8.312 -3.182  C71 1.090
83 H 0.495 -8.378 -2.751  C71 1.090
84 H 3.931 -9.586 -2.088  C72 1.090
85 H 4.137 -10.659 -0.674  C72 1.090
86 H 5.975 -9.117 -1.576  C73 1.090
87 H 5.768 -8.967 0.128  C73 1.090
88 H 4.915 -7.763 -1.024  C73 1.090
89 C 0.907 -1.852 -6.805  C90 1.556, H96 1.090, H97 1.090, H98 1.090
90 C 1.901 -2.382 -7.878  C89 1.556, N91 1.459, H99 1.090, H100 1.090
91 N 1.314 -3.523 -8.572  C90 1.459, C92 1.441, C94 1.446
92 C 1.622 -4.702 -7.804  N91 1.441, C93 1.572, H101 1.090, H102 1.090
93 C 0.914 -5.966 -8.415  C92 1.572, H103 1.090, H104 1.090, H105 1.090
94 C 1.778 -3.696 -9.931  N91 1.446, C95 1.522, H106 1.090, H107 1.090
95 C 3.209 -4.154 -10.175  C94 1.522, H108 1.090, H109 1.090, H110 1.090
96 H 0.678 -2.641 -6.089  C89 1.090
97 H 0.003 -1.400 -7.214  C89 1.090
98 H 1.403 -0.985 -6.369  C89 1.090
99 H 2.196 -1.521 -8.477  C90 1.090
100 H 2.851 -2.644 -7.413  C90 1.090
101 H 2.649 -5.058 -7.725  C92 1.090
102 H 1.258 -4.634 -6.778  C92 1.090
103 H 1.269 -6.863 -7.909  C93 1.090
104 H -0.175 -5.912 -8.432  C93 1.090
105 H 1.275 -6.152 -9.426  C93 1.090
106 H 1.746 -2.659 -10.264  C94 1.090
107 H 1.084 -4.198 -10.605  C94 1.090
108 H 3.359 -5.232 -10.244  C95 1.090
109 H 3.780 -3.841 -9.301  C95 1.090
110 H 3.554 -3.720 -11.113  C95 1.090
111 C 3.588 0.644 7.455  C112 1.501, H118 1.090, H119 1.090, H120 1.090
112 C 4.389 0.697 6.186  C111 1.501, N113 1.435, H121 1.090, H122 1.090
113 N 5.801 0.462 6.284  C112 1.435, C114 1.407, C116 1.482
114 C 6.430 1.483 7.021  N113 1.407, C115 1.514, H123 1.090, H124 1.090
115 C 7.938 1.526 6.896  C114 1.514, H125 1.090, H126 1.090, H127 1.090
116 C 6.119 -0.792 7.006  N113 1.482, C117 1.586, H128 1.090, H129 1.090
117 C 5.562 -1.938 6.061  C116 1.586, H130 1.090, H131 1.090, H132 1.090
118 H 3.840 -0.342 7.845  C111 1.090
119 H 2.531 0.850 7.285  C111 1.090
120 H 3.838 1.507 8.071  C111 1.090
121 H 4.061 -0.038 5.451  C112 1.090
122 H 4.366 1.672 5.699  C112 1.090
123 H 5.961 2.360 6.574  C114 1.090
124 H 6.140 1.420 8.070  C114 1.090
125 H 8.402 2.008 6.036  C115 1.090
126 H 8.087 2.235 7.711  C115 1.090
127 H 8.601 0.707 7.176  C115 1.090
128 H 5.769 -0.804 8.038  C116 1.090
129 H 7.190 -0.843 7.201  C116 1.090
130 H 5.933 -1.971 5.037  C117 1.090
131 H 4.475 -2.007 6.025  C117 1.090
132 H 5.787 -2.891 6.540  C117 1.090
133 C 6.937 3.371 1.244  C134 1.610, H140 1.090, H141 1.090, H142 1.090
134 C 7.043 4.254 -0.098  C133 1.610, N135 1.443, H143 1.090, H144 1.090
135 N 7.348 5.653 0.083  C134 1.443, C136 1.466, C138 1.498
136 C 6.790 6.375 -1.064  N135 1.466, C137 1.563, H145 1.090, H146 1.090
137 C 6.950 7.910 -0.814  C136 1.563, H147 1.090, H148 1.090, H149 1.090
138 C 8.774 5.941 0.440  N135 1.498, C139 1.536, H150 1.090, H151 1.090
139 C 9.679 5.799 -0.792  C138 1.536, H152 1.090, H153 1.090, H154 1.090
140 H 6.052 2.760 1.064  C133 1.090
141 H 6.768 4.109 2.028  C133 1.090
142 H 7.856 2.809 1.407  C133 1.090
143 H 7.794 3.829 -0.765  C134 1.090
144 H 6.100 4.125 -0.628  C134 1.090
145 H 7.186 6.134 -2.050  C136 1.090
146 H 5.734 6.113 -1.135  C136 1.090
147 H 6.690 8.285 0.176  C137 1.090
148 H 7.997 8.163 -0.982  C137 1.090
149 H 6.389 8.462 -1.568  C137 1.090
150 H 9.129 5.176 1.131  C138 1.090
151 H 8.917 6.883 0.970  C138 1.090
152 H 9.270 6.464 -1.552  C139 1.090
153 H 9.805 4.817 -1.248  C139 1.090
154 H 10.725 6.065 -0.637  C139 1.090
155 C 11.797 -0.816 -3.734  C156 1.535, H162 1.090, H163 1.090, H164 1.090
156 C 11.002 -1.827 -2.897  C155 1.535, N157 1.497, H165 1.090, H166 1.090
157 N 9.668 -2.345 -3.335  C156 1.497, C158 1.466, C160 1.464
158 C 9.556 -3.037 -4.623  N157 1.466, C159 1.591, H167 1.090, H168 1.090
159 C 8.045 -3.011 -5.118  C158 1.591, H169 1.090, H170 1.090, H171 1.090
160 C 9.101 -3.250 -2.332  N157 1.464, C161 1.520, H172 1.090, H173 1.090
161 C 8.758 -2.642 -0.982  C160 1.520, H174 1.090, H175 1.090, H176 1.090
162 H 11.393 0.191 -3.634  C155 1.090
163 H 11.875 -1.057 -4.794  C155 1.090
164 H 12.791 -0.879 -3.291  C155 1.090
165 H 11.590 -2.744 -2.879  C156 1.090
166 H 10.907 -1.470 -1.871  C156 1.090
167 H 10.065 -2.409 -5.354  C158 1.090
168 H 9.915 -4.057 -4.763  C158 1.090
169 H 7.538 -2.323 -4.441  C159 1.090
170 H 8.102 -2.663 -6.149  C159 1.090
171 H 7.502 -3.950 -5.011  C159 1.090
172 H 9.643 -4.171 -2.120  C160 1.090
173 H 8.247 -3.807 -2.716  C160 1.090
174 H 8.511 -3.399 -0.238  C161 1.090
175 H 7.849 -2.041 -1.006  C161 1.090
176 H 9.385 -1.993 -0.371  C161 1.090
177 C -9.111 3.669 -0.502  C178 1.499, H184 1.090, H185 1.090, H186 1.090
178 C -8.963 2.345 -1.188  C177 1.499, N179 1.478, H187 1.090, H188 1.090
179 N -9.042 2.517 -2.654  C178 1.478, C180 1.451, C182 1.515
180 C -10.327 3.021 -3.101  N179 1.451, C181 1.567, H189 1.090, H190 1.090
181 C -11.503 1.990 -3.003  C180 1.567, H191 1.090, H192 1.090, H193 1.090
182 C -8.623 1.218 -3.311  N179 1.515, C183 1.507, H194 1.090, H195 1.090
183 C -8.712 1.287 -4.814  C182 1.507, H196 1.090, H197 1.090, H198 1.090
184 H -8.523 4.492 -0.910  C177 1.090
185 H -8.806 3.458 0.523  C177 1.090
186 H -10.162 3.926 -0.372  C177 1.090
187 H -7.977 1.932 -0.975  C178 1.090
188 H -9.650 1.610 -0.768  C178 1.090
189 H -10.592 3.818 -2.406  C180 1.090
190 H -10.244 3.382 -4.126  C180 1.090
191 H -12.421 2.578 -3.033  C181 1.090
192 H -11.442 1.003 -3.460  C181 1.090
193 H -11.722 1.699 -1.976  C181 1.090
194 H -9.007 0.296 -2.875  C182 1.090
195 H -7.540 1.100 -3.287  C182 1.090
196 H -7.931 1.898 -5.268  C183 1.090
197 H -9.709 1.551 -5.164  C183 1.090
198 H -8.699 0.256 -5.168  C183 1.090
199 C -4.373 7.808 2.923  C200 1.594, H206 1.090, H207 1.090, H208 1.090
200 C -4.425 6.215 2.905  C199 1.594, N201 1.409, H209 1.090, H210 1.090
201 N -3.853 5.632 4.053  C200 1.409, C202 1.487, C204 1.474
202 C -2.370 5.700 4.145  N201 1.487, C203 1.554, H211 1.090, H212 1.090
203 C -1.856 5.077 5.473  C202 1.554, H213 1.090, H214 1.090, H215 1.090
204 C -4.304 4.244 4.260  N201 1.474, C205 1.552, H216 1.090, H217 1.090
205 C -3.890 3.322 3.082  C204 1.552, H218 1.090, H219 1.090, H220 1.090
206 H -4.504 8.419 3.816  C199 1.090
207 H -5.188 8.186 2.306  C199 1.090
208 H -3.417 8.189 2.565  C199 1.090
209 H -5.458 5.865 2.912  C200 1.090
210 H -3.939 5.854 1.999  C200 1.090
211 H -1.989 5.302 3.204  C202 1.090
212 H -2.241 6.780 4.086  C202 1.090
213 H -1.712 4.001 5.373  C203 1.090
214 H -0.903 5.516 5.767  C203 1.090
215 H -2.463 5.147 6.376  C203 1.090
216 H -5.391 4.278 4.340  C204 1.090
217 H -4.107 3.657 5.156  C204 1.090
218 H -2.801 3.279 3.069  C205 1.090
219 H -4.265 3.604 2.098  C205 1.090
220 H -4.110 2.267 3.244  C205 1.090
221 C -1.219 -3.666 4.747  C222 1.530, H225 1.090, H226 1.090, H227 1.090
222 C -1.222 -2.264 5.358  C221 1.530, N223 1.281, O224 1.212
223 N -0.855 -1.325 4.569  C222 1.281, H228 1.010, H229 1.010
224 O -1.472 -2.007 6.516  C222 1.212
225 H -0.443 -4.234 5.260  C221 1.090
226 H -1.050 -3.603 3.672  C221 1.090
227 H -2.132 -4.213 4.985  C221 1.090
228 H -0.703 -0.414 4.978  N223 1.010
229 H -0.594 -1.499 3.609  N223 1.010

The spin multiplicity is 1. The SMILES is CCN(CC)CC.CCN(CC)CC.CCN(CC)CC.CCN(CC)CC.CCN(CC)CC.CCN(CC)CC.CCN(CC)CC.CCN(CC)CC.CCN(CC)CC.CCN(CC)CC.CC(N)=O. As for the gap between HOMO and LUMO: 8.07 eV. Its LUMO energy is 0.12 eV.